Entry 1:
Density functional theory data (ωB97M-V/def2-TZVPD) for a 14-piece molecular cluster, C23H74N6O14 overall at a distorted geometry.

Each line ends with the Mulliken charge.
CARTESIAN COORDINATES (ANGSTROEM)
C  12.949  -3.068  30.870  0.008
C  11.689  -2.221  31.036  -0.510
O  11.035  -2.174  29.843  -0.416
H  13.462  -3.120  31.794  0.630
H  13.538  -2.920  30.014  -0.588
H  12.730  -4.150  30.728  -0.081
H  11.818  -1.180  31.362  0.433
H  11.081  -2.662  31.823  0.268
H  11.424  -1.589  29.197  0.341
C  15.675  -3.466  24.688  -0.727
C  14.661  -4.255  23.899  1.568
O  15.210  -4.438  22.623  -0.697
H  15.577  -2.421  24.412  0.375
H  16.762  -3.720  24.666  0.431
H  15.522  -3.742  25.701  -0.228
H  13.662  -3.778  23.826  -0.735
H  14.402  -5.206  24.332  -0.476
H  14.719  -5.140  22.184  0.385
C  8.231  -4.215  23.749  -1.555
C  9.387  -5.080  24.244  0.518
O  10.629  -4.453  23.935  -0.070
H  8.403  -3.161  24.008  0.080
H  7.310  -4.651  24.074  0.411
H  8.258  -4.310  22.651  0.501
H  9.326  -6.037  23.764  0.474
H  9.346  -5.372  25.321  -0.288
H  10.529  -3.937  23.166  -0.106
C  13.480  -5.450  27.417  -0.118
C  12.183  -4.597  27.063  1.338
O  12.442  -3.831  25.960  1.752
H  14.262  -4.871  27.818  0.335
H  13.848  -6.025  26.474  -0.658
H  13.378  -6.048  28.345  0.401
H  11.849  -3.833  27.781  -0.296
H  11.353  -5.319  26.908  -1.388
H  11.736  -3.834  25.334  -0.699
C  15.680  -1.986  28.527  -0.518
C  16.363  -1.042  27.592  -0.167
O  17.498  -0.568  28.301  -0.548
H  14.767  -2.184  28.001  -0.179
H  15.382  -1.600  29.530  0.439
H  16.218  -2.985  28.814  0.220
H  15.815  -0.091  27.296  0.072
H  16.757  -1.457  26.707  0.232
H  17.960  -0.034  27.710  0.303
C  8.731  -3.097  27.413  -1.151
C  9.430  -1.963  26.725  1.125
O  8.589  -0.986  26.133  -0.648
H  9.358  -4.023  27.461  -0.256
H  7.840  -3.409  26.958  0.509
H  8.583  -2.846  28.411  0.518
H  10.005  -2.511  25.951  -0.253
H  10.212  -1.724  27.532  -0.143
H  9.082  -0.132  26.271  0.390
C  11.775  -1.501  22.277  -0.911
C  10.234  -1.224  22.253  -0.344
O  9.780  -1.006  23.555  -0.369
H  12.342  -0.587  22.433  0.359
H  12.059  -1.805  21.353  0.554
H  12.033  -2.270  22.943  -0.272
H  9.607  -2.074  21.818  0.206
H  9.887  -0.399  21.677  0.459
H  8.850  -0.998  23.525  0.263
C  10.091  -5.406  29.839  1.098
C  9.786  -5.787  31.266  -0.710
O  8.435  -5.489  31.527  -0.572
H  10.108  -4.282  29.690  -0.535
H  9.410  -5.875  29.148  0.389
H  11.101  -5.770  29.619  -0.606
H  10.286  -5.200  31.979  0.250
H  10.004  -6.887  31.488  0.261
H  7.801  -6.100  31.076  0.312
C  15.200  -8.662  26.932  -0.283
C  14.525  -10.023  27.020  -0.306
O  13.897  -10.327  25.791  -0.581
H  14.932  -8.106  27.832  0.145
H  14.748  -8.100  26.184  -0.087
H  16.282  -8.711  26.713  0.389
H  13.868  -10.047  27.926  -0.106
H  15.178  -10.842  27.127  0.471
H  14.388  -11.027  25.382  0.262
C  12.790  -0.534  26.713  0.189
O  12.439  -1.059  27.931  -0.641
N  12.799  -1.161  25.603  0.194
N  13.099  0.709  26.575  -0.474
H  12.738  -2.187  25.546  -0.481
H  13.085  -0.668  24.725  0.169
H  13.130  1.247  27.406  0.349
H  13.893  0.858  25.952  0.216
C  8.988  -8.163  26.347  0.473
O  8.791  -8.110  25.000  -0.689
N  8.056  -8.610  27.217  -0.418
N  10.030  -7.670  26.908  0.339
H  7.243  -8.998  26.788  0.273
H  7.840  -8.199  28.140  0.167
H  10.647  -7.163  26.246  -0.264
H  10.149  -7.454  27.900  0.065
C  12.572  -7.395  23.957  0.035
O  12.010  -7.321  25.228  -0.275
N  12.107  -6.712  22.899  -0.176
N  13.381  -8.408  23.677  -0.378
H  11.531  -5.871  23.200  0.039
H  12.425  -6.867  21.960  0.220
H  13.349  -9.172  24.435  0.393
H  13.671  -8.705  22.676  0.203
C  17.251  -5.745  27.104  -0.069
O  17.465  -6.000  25.777  -0.528
H  17.289  -4.641  27.178  0.249
H  18.135  -6.218  27.598  0.360
H  16.311  -6.212  27.345  -0.241
H  18.373  -5.742  25.423  0.290
C  11.805  -8.592  30.056  -0.907
O  12.208  -8.097  28.777  -0.079
H  12.111  -7.921  30.888  0.238
H  12.390  -9.515  30.236  0.333
H  10.763  -8.877  30.034  0.364
H  12.012  -8.792  28.171  0.173

The value obtained for the HOMO-LUMO gap is 9.0 eV. The maximum force is 0.1670 hartree/bohr. The energy relative to the best compared isomer or geometry (same formula, charge and spin) comes out at 163.0 kJ/mol. For the LUMO energy, the calculation gives 0.30 eV. Its spin multiplicity is 1.


Entry 2:
Density functional theory data (ωB97M-V/def2-TZVPD) for a 15-piece molecular cluster, C23H76N10O15 overall at a distorted geometry.

Each line ends with the Mulliken charge.
CARTESIAN COORDINATES (ANGSTROEM)
C  1.015  -5.364  3.067  -1.143
C  1.421  -4.155  3.932  -0.281
O  1.557  -3.077  3.030  -0.559
H  0.094  -5.162  2.510  0.211
H  0.716  -6.279  3.608  0.377
H  1.646  -5.718  2.296  0.375
H  2.325  -4.340  4.458  0.388
H  0.606  -3.967  4.626  0.307
H  1.380  -2.266  3.553  0.105
C  -4.004  0.230  -3.349  -1.327
C  -4.287  1.407  -4.302  -0.601
O  -4.378  2.532  -3.430  -0.584
H  -2.970  0.151  -3.038  0.379
H  -4.332  -0.697  -3.807  0.654
H  -4.606  0.392  -2.512  0.594
H  -5.203  1.355  -4.817  0.348
H  -3.452  1.554  -4.983  0.204
H  -3.644  3.155  -3.559  0.312
C  1.763  2.599  4.773  -1.192
C  0.627  1.956  3.854  -0.123
O  1.150  0.975  3.037  -0.160
H  2.633  2.920  4.166  0.131
H  2.267  1.806  5.401  0.300
H  1.402  3.450  5.366  0.433
H  0.145  2.673  3.184  0.162
H  -0.143  1.523  4.454  0.261
H  1.295  0.118  3.515  -0.112
C  1.190  1.136  -6.035  -1.389
C  0.129  0.221  -5.359  0.051
O  0.123  0.453  -3.986  0.021
H  0.919  1.056  -7.109  0.393
H  2.242  0.823  -6.062  0.323
H  1.196  2.156  -5.673  0.287
H  0.327  -0.809  -5.647  0.267
H  -0.878  0.622  -5.610  0.171
H  -0.373  -0.240  -3.606  -0.173
C  -2.612  -2.460  -5.254  -1.463
C  -2.327  -2.926  -3.845  -0.479
O  -1.514  -1.934  -3.197  -0.193
H  -1.719  -2.393  -5.923  0.251
H  -3.098  -1.540  -5.348  0.324
H  -3.254  -3.243  -5.596  0.446
H  -1.822  -3.875  -3.858  0.528
H  -3.212  -3.065  -3.247  0.403
H  -1.194  -2.207  -2.361  -0.071
C  -4.175  0.892  3.824  -1.363
C  -2.764  1.308  3.963  -0.497
O  -2.191  1.307  2.729  -0.041
H  -4.329  -0.166  3.611  0.261
H  -4.665  1.447  3.034  0.296
H  -4.832  1.220  4.681  0.350
H  -2.236  0.628  4.604  0.255
H  -2.703  2.311  4.338  0.551
H  -2.017  0.359  2.568  0.139
C  3.705  4.426  1.689  -1.477
C  2.376  3.962  1.213  1.703
O  2.017  4.814  0.132  -0.676
H  3.759  5.434  2.033  0.349
H  4.384  4.288  0.876  0.353
H  3.979  3.825  2.548  0.275
H  1.585  3.942  1.995  -0.149
H  2.389  2.911  0.873  -0.797
H  1.672  4.215  -0.492  0.431
C  4.407  1.228  2.078  -0.150
C  4.517  -0.284  2.427  -0.945
O  3.350  -1.009  2.029  -0.010
H  4.405  1.410  0.975  0.149
H  5.415  1.567  2.274  0.499
H  3.563  1.714  2.571  -0.480
H  4.842  -0.546  3.467  0.331
H  5.245  -0.787  1.831  0.509
H  3.617  -1.929  2.036  0.088
C  -0.475  -3.753  -0.061  0.465
O  -1.561  -4.149  0.709  -0.788
N  0.704  -3.399  0.457  0.175
N  -0.527  -3.756  -1.328  -0.241
H  0.842  -3.324  1.496  -0.031
H  1.570  -3.338  -0.109  0.470
H  -1.412  -4.101  -1.666  0.310
H  0.230  -3.444  -1.949  0.223
C  2.189  2.467  -2.114  0.609
O  3.361  1.864  -1.601  -0.880
N  2.153  2.951  -3.325  -0.309
N  1.061  2.623  -1.441  0.254
H  2.956  2.672  -3.987  0.320
H  1.240  3.150  -3.713  0.193
H  0.818  2.072  -0.600  0.153
H  0.255  3.000  -1.920  0.057
C  -2.329  3.160  -0.394  -0.032
O  -2.473  4.384  -1.000  -0.836
N  -1.730  2.997  0.743  0.259
N  -2.651  1.964  -0.831  0.664
H  -1.606  3.999  1.101  0.326
H  -1.894  2.362  1.532  0.340
H  -3.263  1.799  -1.640  0.189
H  -2.457  1.126  -0.300  -0.513
C  3.711  -1.866  -1.067  0.185
O  3.201  -3.077  -0.638  -0.918
N  4.847  -1.723  -1.710  -0.390
N  2.935  -0.828  -1.108  0.295
H  5.424  -2.535  -1.588  0.316
H  5.358  -0.839  -1.826  0.234
H  2.069  -0.785  -0.532  -0.374
H  3.190  0.170  -1.313  0.394
C  -0.083  0.049  -0.103  0.447
O  -0.883  -0.226  -1.135  0.365
N  0.781  -0.851  0.374  1.097
N  0.093  1.172  0.522  1.858
H  0.623  -1.930  0.300  -1.286
H  1.514  -0.706  1.034  -0.328
H  -0.698  1.982  0.446  -0.674
H  0.718  1.222  1.338  -1.277
C  -2.110  -2.185  3.134  -0.862
O  -1.417  -1.113  2.489  0.114
H  -1.503  -2.893  3.565  0.320
H  -2.897  -2.592  2.460  0.141
H  -2.668  -1.888  4.011  0.416
H  -0.815  -1.525  1.801  -0.168
C  -3.627  -1.560  -0.292  -0.809
O  -3.219  -0.494  0.547  -0.499
H  -2.777  -1.834  -0.869  0.304
H  -4.463  -1.222  -0.831  0.356
H  -3.867  -2.456  0.357  0.354
H  -2.857  -0.828  1.351  -0.098

The value obtained for the HOMO-LUMO gap is 8.7 eV. The maximum force is 0.1652 hartree/bohr. The energy relative to the best compared isomer or geometry (same formula, charge and spin) comes out at 62.9 kJ/mol. For the LUMO energy, the calculation gives -0.18 eV. Its spin multiplicity is 1.


Entry 3:
Density functional theory data (ωB97M-V/def2-TZVPD) for a 24-piece molecular cluster, C23H89NO27P overall at a distorted geometry.

Each line ends with the Mulliken charge.
CARTESIAN COORDINATES (ANGSTROEM)
C  2.480  -4.445  1.058  -0.962
C  3.664  -4.591  0.096  0.157
C  3.500  -3.804  -1.229  -0.751
C  2.801  -2.427  -1.055  0.117
C  3.086  -1.463  -2.234  0.134
C  1.802  -0.937  -2.967  -1.343
C  1.346  0.443  -2.385  0.920
C  -0.191  0.414  -2.184  -0.795
C  -0.836  1.790  -1.862  -0.339
P  -1.274  2.111  -0.035  -0.930
C  -1.819  2.395  1.770  -0.764
C  -1.386  1.302  2.749  -0.651
O  0.202  1.307  0.442  -0.130
C  1.225  2.127  0.919  -0.675
C  2.136  2.750  -0.175  -1.392
N  3.465  2.081  -0.141  0.258
C  4.417  2.726  0.771  -0.929
C  5.192  1.713  1.678  0.528
C  4.826  0.253  1.377  -0.998
O  4.837  1.985  3.052  -0.633
O  -2.265  0.539  0.026  -0.126
C  -3.526  0.706  -0.256  -0.285
O  -3.974  1.035  -1.356  -0.525
C  -4.589  0.433  0.830  0.252
C  -4.391  -0.519  1.799  0.613
C  -5.367  -0.796  2.729  -0.709
C  -6.547  -0.100  2.653  -1.195
C  -6.738  0.868  1.706  -1.125
C  -5.760  1.145  0.770  -0.288
H  2.466  -3.472  1.558  0.325
H  2.438  -5.244  1.806  0.016
H  1.551  -4.517  0.477  0.356
H  3.734  -5.659  -0.181  0.374
H  4.586  -4.331  0.644  -0.079
H  4.507  -3.671  -1.644  0.285
H  2.925  -4.435  -1.916  0.157
H  3.227  -2.002  -0.136  -0.309
H  1.734  -2.603  -0.890  0.404
H  3.827  -1.910  -2.906  0.699
H  3.572  -0.576  -1.799  -0.483
H  1.896  -0.904  -4.057  0.304
H  0.994  -1.644  -2.723  0.516
H  1.784  0.476  -1.382  -0.913
H  1.689  1.270  -3.011  0.656
H  -0.416  -0.383  -1.468  -0.111
H  -0.618  0.082  -3.149  0.492
H  -1.757  1.843  -2.454  -0.467
H  -0.223  2.618  -2.234  1.033
H  -2.452  2.868  -0.454  0.220
H  -0.570  3.384  -0.055  0.310
H  -2.890  2.636  1.801  0.355
H  -1.307  3.313  2.098  0.707
H  -0.323  1.346  3.001  0.326
H  -1.930  1.453  3.700  0.177
H  -1.612  0.286  2.415  -0.067
H  1.876  1.479  1.529  0.190
H  0.904  2.938  1.592  0.326
H  2.315  3.799  0.123  0.533
H  1.695  2.790  -1.169  0.422
H  3.846  2.138  -1.081  0.208
H  3.966  3.446  1.462  0.328
H  5.182  3.269  0.189  0.401
H  6.275  1.883  1.609  0.286
H  5.453  -0.399  1.995  0.498
H  3.760  0.129  1.578  0.322
H  5.052  0.059  0.323  -0.166
H  4.617  1.146  3.469  0.350
H  -3.441  -1.048  1.802  -0.222
H  -5.170  -1.583  3.462  0.624
H  -7.340  -0.329  3.363  0.394
H  -7.682  1.408  1.663  1.652
H  -5.922  1.894  0.007  0.384
O  3.693  2.305  -4.412  -0.616
H  3.856  1.429  -4.786  0.321
H  3.254  2.792  -5.115  0.307
O  2.483  -3.684  -4.589  -0.574
H  1.686  -3.622  -4.051  0.259
H  2.454  -4.573  -4.952  0.280
O  -0.970  -2.605  1.977  -0.629
H  -1.174  -1.921  1.324  0.326
H  -1.828  -2.856  2.330  0.298
O  5.002  0.113  -5.659  -0.704
H  5.321  -0.685  -6.093  0.289
H  5.795  0.510  -5.275  0.304
O  -4.074  -0.122  5.697  -0.601
H  -4.121  -0.895  6.268  0.244
H  -4.429  -0.433  4.854  0.335
O  -0.215  -4.982  -4.689  -0.583
H  -0.888  -5.581  -4.352  0.283
H  -0.259  -5.088  -5.645  0.295
O  -9.895  1.359  0.387  -0.670
H  -9.448  1.906  -0.273  0.326
H  -9.541  0.477  0.233  0.329
O  -7.437  3.738  3.276  -0.665
H  -7.266  2.889  2.853  0.432
H  -7.854  4.270  2.592  0.286
O  4.750  1.217  -8.708  -0.619
H  4.828  0.863  -7.812  0.356
H  5.360  0.684  -9.227  0.306
O  -3.965  -3.495  4.589  -0.601
H  -4.016  -4.271  5.157  0.276
H  -4.320  -3.798  3.746  0.303
O  6.578  -0.760  -2.488  -0.642
H  6.875  -1.667  -2.369  0.289
H  5.884  -0.654  -1.826  0.321
O  3.249  -7.855  0.262  -0.631
H  3.546  -8.765  0.364  0.292
H  2.556  -7.764  0.931  0.361
O  -4.718  3.236  4.451  -0.500
H  -4.476  2.310  4.574  0.258
H  -5.428  3.382  5.085  0.245
O  6.362  -3.377  2.098  -0.698
H  6.660  -4.288  2.195  0.277
H  5.674  -3.281  2.768  0.332
O  -1.619  1.476  7.117  -0.623
H  -2.366  1.072  6.658  0.313
H  -2.014  2.181  7.637  0.302
O  -3.722  6.136  3.255  -0.655
H  -3.784  5.345  3.805  0.313
H  -4.072  5.852  2.406  0.306
O  -1.422  3.651  -4.298  -0.612
H  -1.624  4.301  -4.977  0.288
H  -2.283  3.428  -3.923  0.292
O  -7.844  2.889  -1.146  -0.600
H  -7.544  3.221  -1.999  0.282
H  -7.536  3.548  -0.514  0.309
O  3.778  5.785  -0.805  -0.662
H  4.534  5.982  -0.244  0.317
H  3.659  4.834  -0.705  0.423
O  1.485  -7.506  2.800  -0.701
H  0.904  -6.754  2.961  0.334
H  2.359  -7.181  3.042  0.328
O  -3.967  1.725  -4.506  -0.637
H  -3.879  1.299  -3.644  0.311
H  -3.336  1.260  -5.065  0.320
O  -7.107  1.044  -3.839  -0.656
H  -6.762  0.301  -4.341  0.304
H  -6.321  1.430  -3.435  0.333
O  6.985  -1.345  3.787  -0.608
H  7.340  -2.083  3.273  0.341
H  7.756  -0.926  4.182  0.291

The value obtained for the HOMO-LUMO gap is 6.2 eV. The maximum force is 0.0676 hartree/bohr. Its total charge is -1. For the LUMO energy, the calculation gives 1.54 eV. Its spin multiplicity is 1.